Record 1
A 2-piece molecular cluster, C5H15N2 overall at a distorted geometry, computed with ωB97M-V/def2-TZVPD.

```
22
Properties=species:S:1:pos:R:3:forces:R:3
C 0.16921 1.44954 0.43288 -0.284 1.175 -0.632
C -1.30374 1.05247 0.33068 -0.417 0.681 -0.081
C -2.09286 1.53575 1.55786 -0.287 0.434 -0.067
N 0.96795 0.91049 -0.70941 -0.776 0.366 0.495
H 0.59063 1.09520 1.36575 0.185 -0.240 0.278
H 0.22189 2.57777 0.50554 -0.028 -1.079 -0.151
H -1.42549 -0.02372 0.23316 0.012 -0.293 -0.095
H -1.75574 1.49883 -0.58319 0.362 -0.281 0.423
H -2.06565 2.65111 1.59211 0.032 -0.820 0.186
H -1.64988 1.12007 2.47788 -0.215 0.288 -0.226
H -3.16527 1.24390 1.52653 0.757 0.094 -0.070
H 1.84485 1.39545 -0.70682 0.683 0.117 0.012
H 0.52433 1.23723 -1.56247 -0.103 -0.076 -0.073
C 0.81850 -2.03975 -1.83415 -0.361 -0.137 0.487
C 1.00929 -1.66999 0.60297 0.777 -0.897 -0.880
N 1.34675 -2.27205 -0.48620 -0.155 0.411 1.370
H 0.57115 -2.99976 -2.26688 -0.035 -0.186 -0.078
H 1.58200 -1.55901 -2.40795 0.479 0.285 -0.387
H -0.05569 -1.40379 -1.78841 -0.031 0.022 0.124
H 0.27984 -0.89439 0.57524 -0.461 0.168 -0.068
H 1.49843 -1.94549 1.54201 -0.074 0.034 -0.396
H 2.08953 -2.95987 -0.39711 -0.061 -0.068 -0.171
```
Positions in Å, forces in eV/Å.

Its total charge is +1. The value obtained for the frontier orbital gap is 8.958 eV.

Here are the Löwdin charges for atoms 1 to 2, given in e: -0.296 -0.284

---

Record 2
A 2-piece molecular cluster, C5H15N2O overall at a distorted geometry, computed with ωB97M-V/def2-TZVPD.

```
23
Properties=species:S:1:pos:R:3:forces:R:3
C 1.03191 -0.47915 1.05523 -1.011 0.240 1.247
N -0.41233 -0.75722 0.68330 1.357 0.150 -0.186
C -0.80897 0.00925 -0.51601 0.186 -0.670 -0.282
C -2.10044 0.80691 -0.40716 0.173 0.151 -0.819
C -3.40407 0.01905 -0.17717 0.159 0.433 1.302
O -3.23118 -1.35919 0.03989 0.038 -0.807 -0.306
C 2.02827 -0.91276 0.05819 -0.661 0.383 -0.409
N 4.07237 1.28563 -0.17995 0.006 0.899 0.151
H 1.04555 0.58833 1.27231 0.389 0.163 -0.216
H 1.16180 -0.95254 2.03656 0.125 -0.135 -0.229
H -0.31703 -1.73012 0.43650 -0.875 -0.407 -0.086
H 0.00297 0.69040 -0.76549 -0.058 0.327 -0.002
H -0.84789 -0.64702 -1.40039 -0.154 0.003 0.163
H -1.94597 1.61897 0.30086 -0.246 -0.142 0.360
H -2.17982 1.30840 -1.37324 -0.028 0.150 -0.130
H -4.19248 0.24123 -0.89748 0.234 -0.117 -0.474
H -3.81994 0.35395 0.77376 -0.060 0.058 0.029
H -2.77289 -1.80007 -0.68778 -0.206 0.370 0.027
H 2.20659 -1.95991 -0.13005 0.117 -0.153 0.137
H 2.19040 -0.22246 -0.75876 0.201 -0.257 -0.191
H 4.99810 1.52727 0.14972 0.323 -0.507 -0.092
H 3.51763 1.98463 0.30723 -0.382 -0.123 -0.174
H 3.77739 0.38642 0.17993 0.372 -0.007 0.182
```
Positions in Å, forces in eV/Å.

The expectation value of S² is 0.754. The value obtained for the frontier orbital gap (spin up / spin down) is 9.323 / 8.896 eV. The spin multiplicity is 2.

Here are the Löwdin charges for atoms 1 to 2, given in e: -0.307 -0.047

---

| no. | E_tot (Eh) |
| --- | --- |
| 1 | -308.7390 |
| 2 | -384.1389 |